A cluster of 12 separate species, C5H31NO13 in total in a non-equilibrium geometry, computed with wB97M-V/def2-TZVPD.

Results
Calculated total energy ... -33795.30253 eV
Structure (SMILES) ... NC(=O)CCCC=O.O.O.O.O.O.O.O.O.O.O.O
Total charge ... 0

Atoms and positions in Å:
O: -3.163 -0.364 -3.061
O: -2.340 -2.566 1.349
O: 2.093 -0.164 0.178
O: -2.549 1.395 1.221
O: -2.153 0.712 3.951
O: 2.961 0.342 3.607
O: -0.174 2.629 -2.538
O: 0.453 0.366 4.029
O: 3.833 0.223 -1.956
O: -0.208 -0.869 -4.297
O: 1.796 -1.535 -2.565
O: -2.908 2.311 -1.854
O: 1.554 -2.960 1.705
N: 1.959 1.815 -0.793
C: -0.856 -0.094 -0.270
C: -1.269 -2.025 1.522
C: -0.033 1.015 0.400
C: 1.441 0.905 0.033
C: -0.486 -1.476 0.355
H: -0.556 -1.690 -3.911
H: 3.648 -0.151 -1.081
H: -0.831 3.321 -2.661
H: -3.576 -0.873 -2.346
H: -1.334 1.150 4.242
H: -3.393 1.750 0.949
H: 0.532 -1.379 0.667
H: -2.681 1.526 -2.377
H: 0.620 -0.955 -3.778
H: 0.753 0.243 3.132
H: -0.163 1.045 1.483
H: -0.894 -1.971 2.559
H: -1.929 -0.127 -0.176
H: 3.249 1.201 3.289
H: -2.611 1.103 2.151
H: -0.406 2.001 0.127
H: -3.767 2.051 -1.502
H: 3.100 -0.174 -2.460
H: -0.732 1.887 -2.773
H: 2.839 1.673 -1.284
H: 1.851 -1.178 -1.662
H: -1.972 -0.161 4.326
H: 2.053 -2.343 1.144
H: 1.349 2.471 -1.272
H: 0.833 -0.138 4.742
H: -0.579 -0.180 -1.323
H: 2.071 -3.741 1.455
H: -0.573 -2.255 -0.408
H: 3.547 -0.367 3.339
H: -2.378 -0.928 -3.141
H: 1.980 -2.475 -2.465

Mulliken atomic charge list, values in e, 2 entries: -0.649 -0.551